C25H28O4 | ωB97M-V with the def2-TZVPD basis set

Results
F_max in eV/Å: 16.7
Net charge: 0
2S+1: 1

```
57
Properties=species:S:1:pos:R:3:forces:R:3:mulliken_charge:R:1
C 5.1969 -2.6831 0.0010 7.1746 0.4249 2.1392 -1.830
C 6.0811 -1.4614 -0.4334 -1.3975 3.4956 2.4562 1.067
C 6.1314 -0.2484 0.2668 -6.3669 -12.4787 3.5243 -1.369
C 5.3404 -0.0778 1.5645 -2.4594 -2.5163 1.4951 -0.184
H 4.5167 -0.9423 1.6412 1.8503 1.7351 -0.0675 0.070
H 5.9705 -0.2243 2.4446 0.2712 -0.1945 -0.0332 0.389
C 4.6139 1.2507 1.8107 3.9882 -1.8737 -14.8969 -1.884
C 3.3934 1.5412 0.7491 -0.0832 -0.9899 6.0973 1.461
C 3.3188 1.3126 -0.5336 1.6003 0.3561 3.9018 -0.779
C 2.1869 1.3305 -1.3214 -6.8532 6.8794 4.0228 -0.876
C 0.8983 0.7829 -0.8031 3.5213 -10.3852 1.8844 0.577
C 0.9835 -0.6268 -0.4653 2.3644 -3.5543 2.1445 0.367
C -0.0157 -1.6163 -0.0437 -2.6678 7.0052 0.6593 -0.949
C -1.2591 -0.7727 0.0597 1.0053 -5.6148 -1.7585 -0.579
C -1.4728 0.4322 -0.5723 -1.5757 -1.2171 2.4837 -0.539
C -0.3842 1.1429 -0.7196 4.6556 0.8310 -2.4365 0.612
O -0.3643 2.2820 -1.2089 -5.8814 8.9809 -1.5136 -0.601
H -1.3924 2.6586 -1.0865 2.6557 -0.2349 -0.4961 0.381
C -2.6704 1.1991 -0.5890 -6.3379 -6.4840 1.1727 1.249
O -2.9127 2.3527 -0.6428 1.4318 4.5374 -0.8485 -0.689
C -4.0268 0.2737 -0.4423 -3.5167 14.8123 0.4555 -1.001
C -5.2980 0.9687 -0.0866 9.5023 -7.4663 -2.2059 -0.918
C -6.4737 0.3550 -0.0283 -4.8462 -2.7449 1.7271 1.084
C -7.6700 1.0957 0.1909 2.6885 -3.9603 -1.5930 -0.901
C -8.8640 0.6657 -0.0741 -1.0576 -7.2372 2.9082 -0.599
C -8.9314 -0.8642 0.2133 -1.4661 -1.1622 -2.0556 0.758
C -7.8790 -1.8890 0.1217 0.6766 16.6673 -1.1040 -1.311
C -6.6033 -0.9858 -0.0592 -2.0504 -7.9446 1.4039 -0.105
H -5.8639 -1.8355 0.0087 0.6028 2.0812 -0.6495 0.151
H -7.9902 -2.8123 0.2392 -0.5865 -7.5758 0.8728 0.665
O -10.2152 -1.3656 0.3217 3.2769 -2.9032 0.3856 -0.499
H -10.9494 -0.8309 0.3013 -2.0243 2.6274 -0.1215 0.293
H -9.7006 1.1750 0.2645 -1.8203 1.1707 -0.3237 0.354
H -7.5221 1.9921 -0.0471 1.1872 8.1852 -0.5040 0.530
H -5.2221 1.8911 -0.2657 0.3833 7.6052 -0.6890 0.743
H -3.8365 -0.5904 -0.3072 1.6211 -11.3766 1.3556 0.503
H -2.0944 -1.4224 0.2119 -0.8251 0.1096 0.9259 0.306
H 0.1029 -2.4183 0.7014 0.3487 0.2261 -1.0682 0.343
O 2.2580 -1.3129 -0.2889 -2.2896 1.5373 -1.1027 -0.638
H 2.8777 -0.5996 -0.4023 1.1938 0.2339 0.1673 0.231
H 2.4858 0.9567 -2.1592 0.5317 -1.4581 -6.0704 0.483
H 1.6935 2.4919 -1.1616 2.0793 -2.1786 -2.0504 0.255
H 4.1963 1.0014 -0.9208 2.8697 -0.7471 -1.8823 0.542
C 2.1621 1.7629 1.7040 1.8297 9.7212 -6.0161 -1.658
H 1.3107 2.3528 0.9772 1.8047 -2.0155 2.7670 0.014
H 1.9848 0.9730 2.2061 -2.1427 -5.7435 3.1541 0.474
H 2.5603 2.5546 2.4532 -1.0125 -1.0688 -1.0893 0.595
H 5.5793 1.9308 1.2913 -2.4980 -0.9062 1.3252 0.181
H 4.5488 1.7315 2.5841 -1.2902 4.0387 9.0184 1.185
H 6.4768 0.5353 -0.0018 5.1106 9.4659 -4.0945 0.943
C 6.7382 -1.5253 -1.7536 5.3319 1.4888 2.8405 -1.456
H 7.4115 -2.3840 -1.7040 0.4061 -0.1602 -0.0620 0.412
H 7.4860 -0.6179 -1.9992 -2.2364 -1.8452 0.3987 0.260
H 6.1065 -1.8230 -2.4490 -3.0890 -0.6009 -3.7348 0.418
H 5.9482 -3.5492 0.3205 -1.8724 1.5714 -0.7046 0.250
H 4.6263 -2.9313 -0.7407 -2.5310 -2.0818 -5.3097 0.629
H 4.4267 -2.5824 0.6627 -1.1860 0.9327 2.7948 0.590
```
Forces are in eV/Å.


C5H11O2 | ωB97M-V with the def2-TZVPD basis set

Results
F_max in eV/Å: 0.8
Net charge: -1
2S+1: 1

```
18
Properties=species:S:1:pos:R:3:forces:R:3:mulliken_charge:R:1
C 0.9481 0.4433 0.1214 -0.3144 -0.1543 -0.5890 -0.368
O -0.1328 -0.1706 -0.4558 -0.0209 0.1373 0.1881 -0.728
C 1.8658 1.0680 -0.9403 0.0918 -0.3314 -0.6868 -0.485
C 2.4547 0.0797 -1.9633 0.0149 0.2016 0.3138 -1.027
H 1.5180 -0.2873 0.7341 0.2858 0.2529 0.1877 0.171
H 0.6532 1.2996 0.7587 -0.0482 -0.2035 0.3862 0.218
H 2.7125 1.5975 -0.4894 -0.1666 0.2799 0.1375 0.331
H 1.2411 1.7615 -1.5163 0.0691 0.1892 0.2969 0.279
H 2.6896 0.5831 -2.9020 0.0617 0.0747 -0.0974 0.290
H 1.7367 -0.7089 -2.1860 0.0460 -0.1056 0.1338 0.277
H 3.3986 -0.3190 -1.5790 -0.1318 -0.3456 -0.0667 0.258
O -1.6134 0.5260 1.8229 0.0489 0.0574 -0.0702 -0.672
C -1.7984 -0.1303 0.7982 0.1388 -0.2751 -0.0596 0.375
C -1.9235 -1.6517 0.8399 0.1179 0.0130 0.0749 -1.028
H -2.2391 0.3301 -0.0988 -0.0929 0.0215 0.0491 0.245
H -1.1718 -2.0633 0.1721 -0.0921 -0.0803 -0.1602 0.317
H -2.9235 -1.9655 0.5229 -0.0110 0.0387 -0.0656 0.283
H -1.7487 -2.0421 1.8466 0.0028 0.2295 0.0274 0.265
```
Forces are in eV/Å.


Energy relative to the best compared isomer or geometry (same formula, charge and spin) in kJ/mol, matching the order above: 1897.0 204.2
HOMO-LUMO gap in hartree, matching the order above: 0.2671 0.2794